20
Properties=species:S:1:pos:R:3:forces:R:3 method="wB97M-V/def2-TZVPD" homo_energy_ha=-0.3347 smiles=NCCO.O.O.O homo_lumo_gap_ev=9.73 total_charge=0
N 0.433046 0.881466 -0.591192 -1.9 0.9 -0.4
C 1.150727 -0.190676 -1.224232 0.5 -0.5 -1.6
C 2.050914 -0.856397 -0.197394 -1.6 -0.7 2.3
O 1.432126 -2.120131 0.157327 -2.0 -0.2 0.3
H -0.361950 1.406204 -1.169108 2.4 -1.5 1.4
H 1.079693 1.524854 -0.163651 0.1 0.2 -0.1
H 1.787337 0.147969 -2.040494 0.2 0.3 -0.3
H 0.483233 -0.982281 -1.767537 0.9 1.3 1.4
H 2.045276 -0.327538 0.799995 0.1 0.4 -1.2
H 3.109601 -0.998890 -0.396482 -0.2 -0.4 -0.7
H 0.412884 -1.969339 0.265861 2.9 -0.2 -0.5
O -2.634776 0.175800 0.834093 -0.7 0.7 0.5
H -3.006997 0.828002 1.450864 -0.3 -0.3 -0.3
H -1.797126 0.019156 1.265165 0.4 -0.7 0.3
O -0.208870 -0.161221 2.383319 0.0 -1.2 2.3
H 0.401891 -0.903418 2.323934 0.1 -0.3 0.5
H -0.192806 0.117878 1.508428 0.6 1.6 -3.1
O -1.894476 1.518408 -1.279993 -1.2 -1.0 -7.4
H -2.204682 0.617064 -1.705397 0.9 2.8 0.6
H -2.085037 1.273086 -0.453506 -1.2 -1.2 5.8



20
Properties=species:S:1:pos:R:3:forces:R:3 method="wB97M-V/def2-TZVPD" s_squared=0.75 homo_energy_ha="-0.5539 / -0.5457" homo_lumo_gap_ev="11.48 / 6.65" total_charge=+1 spin_multiplicity=2
C 0.827027 0.872134 -1.124384 0.2 1.1 1.1
N -0.583696 0.722632 -1.332974 1.1 -1.2 -2.0
C -1.228357 -0.481871 -0.813871 -1.3 -0.2 0.7
O -0.713714 -1.628954 -1.415242 0.7 0.3 -2.3
H 1.076430 0.775242 -0.064688 -0.1 -0.1 -0.1
H 1.157354 1.846232 -1.479368 -0.1 0.0 -0.1
H 1.397020 0.122650 -1.669323 -0.1 -0.4 -0.4
H -0.825852 0.915784 -2.334509 -0.4 0.5 1.2
H -1.027104 -0.561360 0.248219 0.1 0.2 0.1
H -2.303168 -0.444090 -0.972177 -0.1 0.5 0.0
H -0.794448 -1.600396 -2.426718 -0.1 -0.3 2.1
H 1.233121 0.255382 3.091044 0.2 0.2 0.6
H 0.924613 -0.559018 1.851725 0.0 0.0 0.0
O 0.854994 0.340662 2.222494 -0.2 -0.2 -0.8
H 0.523765 -2.155388 0.054711 0.4 -0.2 0.3
H 0.688195 -2.972474 1.332061 0.3 0.4 -0.1
O 1.023442 -2.169928 0.893095 -0.7 -0.3 -0.2
H -0.415238 1.572448 1.552951 0.2 -0.3 0.5
H -0.715371 3.013422 1.217533 -0.1 0.4 0.0
O -1.099010 2.136888 1.169428 0.0 -0.3 -0.6



39
Properties=species:S:1:pos:R:3:forces:R:3 method="wB97M-V/def2-TZVPD" homo_energy_ha=-0.5863 homo_lumo_gap_ev=6.92 total_charge=+2
Zn 23.173838 -15.730844 -14.956545 -0.6 -0.5 -0.6
Zn 17.639201 -16.634689 -17.316702 1.5 -0.9 2.2
C 21.274273 -19.143265 -17.094911 -0.4 1.2 -0.5
F 20.394689 -19.609251 -17.960328 -0.1 -0.3 0.0
F 21.016207 -19.585870 -15.881545 -0.1 -0.2 0.3
F 22.489812 -19.472626 -17.456993 0.3 -0.1 0.0
S 21.135911 -17.259421 -17.129106 0.7 0.2 -0.9
O 21.801160 -16.791389 -18.315101 -0.6 -0.4 0.6
O 19.702340 -16.952469 -17.047387 -0.1 -0.1 -0.3
O 21.836082 -16.889040 -15.884912 -0.2 -0.2 0.2
C 18.116296 -13.892236 -14.230493 -0.9 -0.4 0.0
F 17.314925 -13.352863 -15.150501 0.3 -0.1 -0.1
F 19.395085 -13.733906 -14.634189 0.0 0.1 -0.1
F 17.937428 -13.261824 -13.090673 0.3 -0.1 0.0
S 17.722072 -15.711703 -14.015115 -0.1 0.4 2.3
O 16.443354 -15.751149 -13.369691 0.7 0.0 -1.0
O 17.753894 -16.222332 -15.411713 -0.4 0.0 -1.5
O 18.842503 -16.241232 -13.260177 0.0 0.4 -0.8
O 23.517377 -17.226164 -13.674358 0.0 -0.2 0.2
H 23.178224 -18.092217 -13.955957 0.1 0.1 -0.1
H 23.418036 -17.203724 -12.708789 0.2 0.2 -0.1
O 21.773144 -14.758967 -13.948547 0.0 0.6 0.6
H 21.085159 -15.151748 -13.381393 -0.1 -0.3 -0.2
H 21.551400 -13.817476 -13.992009 0.0 -0.1 0.1
O 23.254745 -14.324540 -16.408079 0.0 0.5 0.3
H 23.644242 -14.188641 -17.287949 0.2 -0.5 0.1
H 22.900689 -13.463941 -16.141169 0.1 0.0 -0.1
O 17.343851 -18.585680 -16.857534 -0.5 -0.3 -0.6
H 17.623161 -19.005647 -16.028813 0.0 0.5 0.1
H 16.769693 -19.223605 -17.311715 0.2 0.1 -0.1
O 24.110315 -15.727732 -19.667145 -0.3 0.3 0.6
H 23.196076 -15.859960 -19.375262 0.1 -0.1 -0.2
H 24.198116 -14.779112 -19.813278 0.1 -0.1 -0.4
O 25.490103 -18.058372 -17.843127 -0.5 0.2 0.2
H 25.121199 -18.920071 -17.622307 0.2 -0.1 -0.1
H 24.979045 -17.753877 -18.606158 0.2 0.1 0.0
O 18.233795 -19.655411 -19.989906 -0.2 0.1 0.1
H 18.628101 -20.522927 -19.843413 0.0 0.0 -0.1
H 17.855979 -19.709848 -20.876149 0.0 0.0 0.0



21
Properties=species:S:1:pos:R:3:forces:R:3 method="wB97M-V/def2-TZVPD" s_squared=0.75 homo_energy_ha="0.0193 / -0.2073" homo_lumo_gap_ev="3.01 / 9.12" total_charge=-1 spin_multiplicity=2
C 1.650937 0.675054 0.433606 0.1 -0.6 3.0
C 0.794723 1.592458 1.412484 2.3 1.2 -2.5
N 0.041883 2.575066 0.624545 -1.2 0.2 0.9
N 0.930495 -0.546410 0.143338 0.1 1.1 0.3
H 2.162385 1.185250 -0.362674 -0.8 0.4 -0.9
H 2.529108 0.473635 1.072539 0.1 -0.4 0.0
H 0.215054 1.027414 2.122866 -0.1 -0.5 0.2
H 1.555518 2.229810 1.900978 -0.3 -0.6 0.5
H -0.753015 2.871391 1.213737 0.4 0.0 -0.8
H -0.326246 2.188237 -0.237346 -0.1 -0.2 0.1
H 0.978454 -1.009239 -0.744660 0.3 -0.2 -0.4
H 0.911516 -1.158706 0.938822 0.0 -0.3 -0.2
H -0.950182 -0.068417 -0.320124 0.4 -0.6 -0.5
H -1.234160 -0.906895 -1.622428 0.2 0.1 0.1
O -1.548250 -0.720237 -0.723974 -1.1 0.4 0.0
H 0.823698 -1.218914 -3.322973 -0.3 -0.1 -0.3
H -0.077350 -2.522511 -3.264863 0.0 0.3 -0.3
O 0.644098 -2.036768 -2.818209 0.3 -0.1 0.7
H -3.103632 -2.269514 1.084380 0.3 0.5 -0.1
H -2.456203 -0.867548 0.902048 -0.2 -0.8 -0.3
O -2.788830 -1.493155 1.567909 -0.3 0.0 0.6



21
Properties=species:S:1:pos:R:3:forces:R:3 method="wB97M-V/def2-TZVPD" s_squared=0.75 homo_energy_ha="-0.5269 / -0.5259" homo_lumo_gap_ev="10.44 / 4.89" total_charge=+1 spin_multiplicity=2
N 0.266402 1.478419 -1.417389 -1.4 1.7 0.0
C -0.290407 1.094495 -0.164581 0.9 -0.7 -0.2
C -1.290945 -0.070058 -0.272321 0.0 -0.2 0.4
N -1.454207 -0.661965 1.046414 -0.1 0.3 -0.3
H 1.008266 2.182090 -1.485677 0.4 -0.5 0.3
H -0.412479 1.630427 -2.174702 0.2 -0.6 -0.1
H -0.764876 2.019406 0.240190 0.0 0.0 0.0
H 0.544742 0.842597 0.502403 -0.2 0.2 0.1
H -2.267816 0.281046 -0.607434 0.1 0.0 -0.2
H -0.871812 -0.789016 -0.985238 -0.1 0.1 -0.3
H -2.244104 -1.299699 1.043036 -0.1 0.2 0.1
H -0.658190 -1.234113 1.271966 0.3 -0.2 0.2
H -1.491158 1.602356 2.542736 -1.1 -0.6 -0.3
H -2.820982 2.341707 3.233197 0.2 -0.7 -0.8
O -1.876365 2.165622 3.205557 0.8 1.1 1.1
H 1.742775 -2.418518 0.037541 0.3 0.2 0.2
H 3.160107 -3.047445 -0.106854 0.0 0.2 0.1
O 2.222036 -3.191926 -0.257533 -0.3 -0.4 -0.4
H 1.848046 -1.403898 -2.439682 0.3 -0.1 0.0
H 1.378194 0.009461 -2.143329 0.3 -0.2 -0.3
O 2.184657 -0.518822 -2.233961 -0.5 0.0 0.2



22
Properties=species:S:1:pos:R:3:forces:R:3 method="wB97M-V/def2-TZVPD" s_squared=0.75 homo_energy_ha="0.0296 / -0.2296" homo_lumo_gap_ev="2.40 / 9.39" total_charge=-1 spin_multiplicity=2
C 0.183362 -0.378440 2.770187 0.7 -0.1 0.6
N 1.469924 -2.701243 1.657689 -0.1 -0.2 -0.4
C 1.029346 -1.624222 0.914590 0.1 -1.0 0.8
N 0.478668 -0.585574 1.379973 -0.3 0.4 -0.2
H -0.884902 -0.467999 2.941502 -0.2 0.0 0.1
H 0.536580 0.617783 3.068339 -0.3 0.1 -0.2
H 0.717685 -1.046175 3.456642 -0.2 -0.2 -0.1
H 0.902646 -2.930200 2.463000 0.0 0.1 0.2
H 1.714838 -3.548721 1.145877 -0.1 0.4 -0.1
H 1.167968 -1.650011 -0.151119 0.4 -0.1 -0.2
H -0.294082 2.107614 0.295998 0.4 -0.3 -0.2
H 0.585084 0.870811 0.626838 -0.2 -0.4 0.4
O 0.606615 1.758076 0.208541 -0.1 1.2 -0.4
H -3.162464 2.994043 -2.558079 0.5 0.5 0.2
H -2.593826 4.051073 -3.648535 0.1 0.1 0.8
O -3.052608 3.229674 -3.480667 -0.6 -0.6 -1.0
H 1.244546 0.594630 -1.162835 -0.4 0.1 -0.2
H 0.849953 -0.529338 -2.183636 -0.3 0.3 0.2
O 1.578418 -0.159666 -1.675124 0.6 -0.2 -0.3
H -2.142381 -1.018566 -0.810836 0.2 0.3 -0.2
H -0.955201 -0.420183 -0.109235 0.1 0.1 -0.2
O -1.434123 -0.364772 -0.960385 -0.4 -0.4 0.4



22
Properties=species:S:1:pos:R:3:forces:R:3 method="wB97M-V/def2-TZVPD" homo_energy_ha=-0.3459 smiles="[H]/N=C/NC.O.O.O.O" homo_lumo_gap_ev=9.98 total_charge=0
H 0.058703 1.971663 2.369606 0.4 -0.8 -1.4
N 0.223276 1.463360 1.445646 -1.0 2.4 3.7
C -0.800747 1.584249 0.699919 2.8 -2.5 -2.3
N -0.571498 0.862238 -0.467467 -3.4 -0.3 -1.4
C -1.511143 1.061448 -1.615446 2.2 -1.2 -0.9
H -1.800313 1.992277 0.686389 -0.2 0.5 1.0
H 0.344500 0.715678 -0.832094 0.7 0.0 0.7
H -1.311334 0.172718 -2.388476 -0.1 2.3 1.3
H -2.544087 0.885444 -1.357049 -0.2 0.6 0.3
H -1.188879 2.086138 -1.918567 -1.3 -0.8 -1.0
O -2.943541 -0.887638 0.227648 2.5 2.0 0.8
H -2.612264 -1.740967 -0.005858 -0.4 -1.3 -0.2
H -2.030409 -0.424658 0.414006 -2.5 -0.9 -0.4
O 2.168364 -1.240775 -1.281445 -0.9 1.8 -0.3
H 2.626290 -2.054349 -1.291625 1.0 -1.3 0.2
H 2.551769 -0.671971 -0.599451 0.2 -0.5 0.2
O 3.053772 0.347461 1.474614 2.9 1.8 -3.2
H 3.093943 1.061151 0.723785 -0.3 -1.9 2.5
H 2.169152 0.306032 1.733374 -2.6 0.2 0.5
O -0.101302 -2.311332 -0.162025 -3.3 -1.1 1.9
H -0.953986 -1.818811 -0.230158 1.6 -0.6 -0.1
H 0.487476 -1.895452 -0.728304 2.0 1.5 -1.8



25
Properties=species:S:1:pos:R:3:forces:R:3 method="wB97M-V/def2-TZVPD" homo_energy_ha=-0.3804 smiles="NC(N)=O.NC(N)=O.O.O.O" homo_lumo_gap_ev=10.69 total_charge=0
N -9.772896 -6.590414 1.897240 0.7 -0.2 0.9
C -8.717244 -6.777025 2.790729 0.7 4.0 -1.4
N -8.000480 -5.579929 3.114463 -0.2 -1.2 0.8
O -8.348034 -7.797646 3.244256 0.0 -2.7 1.0
H -9.720227 -5.729180 1.311064 0.1 -1.3 0.1
H -9.958031 -7.531061 1.566062 -0.3 0.5 -0.9
H -7.838434 -4.882201 2.425511 -0.2 0.5 -0.8
H -7.119292 -5.869152 3.536261 -0.4 0.3 0.0
N -12.761592 -4.860953 0.899989 0.5 -0.2 0.8
C -13.469605 -5.430417 1.932030 -0.3 -0.9 0.8
N -12.880014 -6.546787 2.488849 1.5 0.6 -1.9
O -14.518707 -4.952331 2.329689 0.5 -0.1 0.1
H -13.175972 -3.983032 0.688541 -0.2 0.4 -1.1
H -12.371470 -5.483824 0.218062 0.0 0.3 -0.5
H -11.901310 -6.851489 2.239531 -1.7 0.8 0.8
H -13.342087 -6.877713 3.283716 -0.5 -0.8 1.1
O -10.032438 -4.190115 0.408491 1.4 -0.2 -1.2
H -10.780576 -4.320053 0.965730 -1.3 0.6 0.7
H -9.772203 -3.263792 0.413228 0.0 0.0 0.4
O -8.346700 -1.884451 2.354196 0.7 2.0 -0.4
H -8.323846 -0.888124 2.397944 0.0 -1.7 -0.1
H -9.155972 -2.130116 2.798284 -0.6 -0.2 0.3
O -10.330439 -3.415214 3.366080 1.2 -0.2 0.4
H -11.130549 -3.906196 3.289692 -1.2 -0.5 0.0
H -9.659288 -4.097569 3.580442 -0.2 0.4 0.0



20
Properties=species:S:1:pos:R:3:forces:R:3 method="wB97M-V/def2-TZVPD" homo_energy_ha=-0.4925 homo_lumo_gap_ev=10.37 total_charge=+1
C -3.183083 2.021517 2.295384 -1.8 1.1 2.3
C -2.012398 1.946610 1.415575 2.6 -0.8 -0.5
N -0.809417 1.421477 2.306958 -0.7 -1.0 -2.3
H -3.861654 2.814107 1.977791 -0.3 -0.4 -0.4
H -3.011562 2.363966 3.362866 0.7 -0.1 -1.2
H -3.723339 1.086828 2.524391 0.2 0.2 -1.0
H -1.541054 2.825411 0.979062 -0.8 0.7 0.4
H -2.086363 1.308160 0.482383 -0.1 0.1 1.5
H -0.146198 2.138826 2.586633 -0.3 0.1 0.2
H -1.183366 0.903270 3.093394 0.2 0.0 0.2
H -0.332052 0.762034 1.620900 0.3 0.2 0.7
H 1.491474 -3.158377 -1.090538 -0.4 0.4 -0.3
H 2.424831 -2.854660 -0.026924 0.2 0.5 0.2
O 1.826990 -2.380070 -0.622178 0.2 -0.9 0.3
H 0.262983 -0.059115 -0.571328 -0.3 0.1 0.1
H 1.207609 -0.541631 0.461439 -0.2 -0.1 0.2
O 0.387614 -0.026527 0.386867 0.5 -0.2 -0.5
H 2.811262 -2.755303 -5.887891 -0.2 0.1 0.1
H 2.291918 -1.943940 -4.671851 -0.2 -0.1 -0.1
O 3.079915 -2.192111 -5.155244 0.4 0.0 0.0



20
Properties=species:S:1:pos:R:3:forces:R:3 method="wB97M-V/def2-TZVPD" homo_energy_ha=-0.5494 homo_lumo_gap_ev=12.12 total_charge=+1
C 0.345747 0.668175 2.115152 -0.4 0.6 -1.0
N 0.402660 0.468667 0.633668 0.6 -0.1 -0.9
C -0.544105 1.248993 -0.280609 -1.3 -0.9 3.1
H 1.141223 1.327772 2.435659 -0.1 0.2 0.2
H 0.445709 -0.304528 2.524289 0.3 -0.8 0.7
H -0.656062 1.026114 2.335176 0.2 0.3 0.3
H 1.378228 0.655156 0.239986 -1.3 -0.3 0.7
H 0.175775 -0.548720 0.486356 0.3 0.4 -0.3
H -0.621891 0.614010 -1.107526 -0.6 -0.8 -1.4
H -1.579916 1.442651 0.237241 2.2 -0.3 -1.0
H 0.000016 2.093476 -0.546420 0.3 1.9 -0.4
H 3.674046 2.086152 -0.746002 0.6 1.0 1.3
H 3.076984 1.331287 -1.728913 -1.5 0.2 0.9
O 2.787269 1.764279 -0.870493 0.7 -1.3 -2.2
H 0.256034 -2.674610 -0.491568 -0.3 -0.1 0.0
H -1.229684 -2.456558 0.124601 3.2 0.9 -0.5
O -0.233147 -2.123830 0.131436 -2.8 -0.9 0.3
H -3.477954 -1.997218 -1.215819 2.4 -1.2 -1.7
H -2.718234 -2.231110 -2.614060 -0.1 0.0 0.4
O -2.622698 -2.390158 -1.662155 -2.4 1.3 1.4